Run one
Entry from OMol25: a molecular structure, CHBrINO2 (wB97M-V/def2-TZVPD).

Each line ends with the Mulliken charge.
Atoms and positions in Å:
C1 -0.283 -0.089 0.434  -0.33
N1 0.188 -0.033 -0.923  0.96
O1 0.836 -0.975 -1.306  -0.54
O2 -0.098 0.952 -1.555  -0.55
Br1 -0.371 -1.799 1.144  0.04
I1 -1.729 1.319 0.902  0.24
H1 1.457 0.625 1.304  0.18

Output
- HOMO level (alpha / beta): -9.59 / -10.15 eV
- 2S+1: 1
- Gap between HOMO and LUMO (alpha / beta): 8.07 / 7.85 eV

=====

Run two
Entry from OMol25: a molecular structure, CHBrINO2 (wB97M-V/def2-TZVPD).

Each line ends with the Mulliken charge.
Atoms and positions in Å:
C1 -0.013 -0.078 -0.779  -0.42
N1 -0.316 0.197 1.175  0.83
O1 -1.225 -0.467 1.599  -0.48
O2 0.434 0.961 1.603  -0.46
Br1 -0.395 -1.865 -1.251  -0.01
I1 1.945 0.540 -0.950  0.18
H1 -0.430 0.710 -1.397  0.36

Output
- HOMO level: -9.75 eV
- 2S+1: 1
- Gap between HOMO and LUMO: 9.46 eV

=====

Stability ranking, top and bottom: run two is the most stable and run one is the least stable.

=====

Run one
Entry from OMol25: 8 unconnected molecules or ions with the total composition C16H48N2O8 (wB97M-V/def2-TZVPD).

Each line ends with the Mulliken charge.
Atoms and positions in Å:
N1 -4.256 2.726 0.563  -0.35
C1 -3.286 2.530 -0.231  0.52
N2 -2.351 1.883 0.420  -0.36
O1 -3.136 3.164 -1.499  -0.70
H1 -4.955 3.392 0.287  0.29
H2 -4.456 2.416 1.523  0.18
H3 -1.634 1.444 -0.132  0.44
H4 -2.734 1.181 1.125  0.17
C2 -1.860 -2.331 -1.686  -0.81
C3 -3.220 -2.709 -1.214  0.87
C4 -4.166 -2.609 -2.449  -1.53
O2 -3.323 -3.838 -0.698  -0.57
H5 -1.199 -3.186 -1.924  0.39
H6 -1.127 -1.903 -0.956  -0.37
H7 -1.710 -1.680 -2.545  0.47
H8 -3.532 -2.004 -0.385  0.02
H9 -4.208 -1.545 -2.696  0.32
H10 -5.192 -3.000 -2.382  0.39
H11 -3.676 -3.181 -3.307  0.34
H12 -2.958 -3.804 0.228  0.34
C5 -1.831 -0.705 1.936  -1.21
C6 -1.433 -2.019 2.534  -0.13
C7 -0.224 -2.525 1.730  -0.99
O3 -1.124 -1.909 3.725  -0.47
H13 -0.886 -0.089 1.806  0.04
H14 -2.687 -0.359 2.438  0.64
H15 -2.169 -0.915 0.950  0.44
H16 -2.287 -2.627 2.387  0.58
H17 -0.070 -1.991 0.812  -0.31
H18 -0.145 -3.597 1.624  0.39
H19 0.644 -2.330 2.282  0.54
H20 -1.890 -2.121 4.222  0.46
C8 3.249 3.091 3.223  -1.50
C9 2.762 2.408 1.936  1.01
C10 1.444 1.691 2.214  -0.91
O4 2.593 3.131 0.909  -0.59
H21 4.008 2.595 3.791  0.41
H22 2.527 3.248 4.076  0.27
H23 3.620 4.064 2.867  0.31
H24 3.526 1.623 1.787  -0.03
H25 0.680 2.365 2.500  0.62
H26 1.393 0.824 2.940  0.37
H27 1.223 1.193 1.313  -0.09
H28 1.660 3.467 0.864  0.28
C11 4.159 -1.409 -1.587  -1.58
C12 3.353 -0.442 -0.753  0.67
C13 2.983 0.762 -1.596  -0.74
O5 2.315 -0.920 -0.243  -0.66
H29 4.049 -2.365 -1.029  0.33
H30 5.210 -1.221 -1.600  0.51
H31 3.790 -1.501 -2.602  0.30
H32 4.013 -0.019 0.050  0.20
H33 2.202 0.529 -2.325  0.07
H34 3.944 1.169 -2.025  0.52
H35 2.632 1.625 -0.974  0.02
H36 2.350 -0.612 0.647  0.23
C14 1.797 -3.623 -2.137  -1.18
O6 1.344 -2.307 -2.162  -0.41
H37 1.982 -3.949 -1.090  0.33
H38 2.659 -3.864 -2.637  0.44
H39 1.085 -4.321 -2.465  0.39
H40 1.784 -1.894 -1.420  0.42
C15 -0.083 4.477 -0.416  -0.75
O7 -0.399 3.677 0.732  -0.65
H41 0.880 5.032 -0.319  0.34
H42 -1.031 4.912 -0.723  0.34
H43 0.048 3.776 -1.147  0.18
H44 -1.039 3.027 0.573  0.39
C16 -0.415 0.772 -1.903  -1.38
O8 -0.241 0.709 -0.590  1.22
H45 0.038 -0.085 -2.319  0.58
H46 -0.051 1.767 -2.379  0.00
H47 -1.514 0.717 -2.036  0.44
H48 0.518 0.102 -0.421  -0.73

Output
- SMILES: NC(N)=O.CC(C)O.CC(C)O.CC(C)O.CC(C)O.CO.CO.CO
- HOMO level: -9.38 eV
- 2S+1: 1
- Gap between HOMO and LUMO: 9.52 eV

=====

Run two
Entry from OMol25: 8 unconnected molecules or ions with the total composition C16H48N2O8 (wB97M-V/def2-TZVPD).

Each line ends with the Mulliken charge.
Atoms and positions in Å:
N1 1.695 -0.018 3.992  -0.37
C1 1.051 -0.652 3.011  0.17
N2 1.049 0.049 1.942  0.55
O1 0.537 -1.936 3.062  -0.73
H1 1.826 -0.639 4.794  0.35
H2 2.276 0.772 3.869  0.15
H3 0.637 -0.248 1.066  0.03
H4 1.336 1.037 2.011  0.09
C2 1.774 0.093 -3.403  -1.40
C3 2.804 -0.961 -3.212  2.29
C4 2.489 -2.201 -4.030  -1.59
O2 4.017 -0.698 -3.387  -0.63
H5 1.745 0.906 -2.676  0.06
H6 0.733 -0.117 -3.433  0.06
H7 1.969 0.623 -4.367  0.46
H8 2.765 -1.265 -2.139  -0.73
H9 1.521 -2.557 -3.869  0.34
H10 3.253 -3.042 -3.915  0.29
H11 2.633 -1.973 -5.084  0.44
H12 4.278 -0.119 -2.672  0.44
C5 -3.367 2.342 -0.226  -1.56
C6 -2.241 3.143 0.439  0.07
C7 -0.961 2.414 0.665  -0.21
O3 -1.875 4.179 -0.139  -0.50
H13 -4.152 2.934 -0.415  0.62
H14 -3.653 1.516 0.348  0.27
H15 -2.974 1.991 -1.180  0.15
H16 -2.559 3.502 1.445  0.32
H17 -1.176 1.360 0.974  -0.30
H18 -0.385 2.812 1.491  0.46
H19 -0.426 2.133 -0.282  0.22
H20 -2.648 4.703 -0.090  0.44
C8 -0.354 -2.530 0.281  -1.18
C9 -0.120 -1.649 -0.869  1.23
C10 -1.348 -0.922 -1.214  -0.27
O4 0.694 -0.755 -0.573  0.05
H21 0.418 -3.347 0.531  0.10
H22 -1.130 -3.245 0.126  0.56
H23 -0.538 -1.929 1.176  0.10
H24 0.326 -2.123 -1.812  -0.37
H25 -1.135 -0.433 -2.119  -0.52
H26 -1.546 -0.206 -0.415  -0.10
H27 -2.241 -1.568 -1.460  0.52
H28 1.450 -1.212 -0.313  -0.46
C11 -2.708 -0.101 2.785  0.04
C12 -2.593 0.928 3.912  0.06
C13 -2.001 0.156 5.141  -1.18
O5 -1.886 1.856 3.600  -0.47
H29 -1.674 -0.534 2.665  -0.14
H30 -3.028 0.400 1.827  -0.37
H31 -3.458 -0.869 2.987  0.58
H32 -3.605 1.264 4.255  0.26
H33 -2.117 0.676 6.028  0.43
H34 -0.907 0.032 4.957  0.07
H35 -2.371 -0.771 5.479  0.40
H36 -0.931 1.694 3.664  0.38
C14 3.042 -3.595 -0.697  -0.84
O6 2.982 -2.410 0.076  -0.48
H37 3.843 -3.546 -1.322  0.25
H38 2.171 -3.812 -1.270  0.25
H39 3.146 -4.306 0.113  0.45
H40 2.875 -2.676 1.006  0.33
C15 2.661 1.996 0.273  0.18
O7 2.954 0.657 -0.160  -0.48
H41 2.898 2.723 -0.437  0.36
H42 3.269 2.316 1.096  0.29
H43 1.608 2.023 0.520  -0.58
H44 2.476 0.024 0.479  0.27
C16 -2.544 0.638 -4.232  -0.66
O8 -1.825 1.630 -3.644  -0.45
H45 -3.465 0.956 -4.744  0.43
H46 -2.920 -0.028 -3.428  0.18
H47 -1.973 0.079 -5.022  0.21
H48 -2.341 2.458 -3.871  0.31

Output
- SMILES: NC(N)=O.CC(C)O.CC(C)O.CC(C)O.CC(C)O.CO.CO.CO
- HOMO level: -9.33 eV
- 2S+1: 1
- Gap between HOMO and LUMO: 9.68 eV

=====

Stability ranking, top and bottom: run two is the most stable and run one is the least stable.

=====

Run one
Entry from OMol25: 2 unconnected molecules or ions with the total composition C4H14N3O (wB97M-V/def2-TZVPD).

Each line ends with the Mulliken spin population.
Atoms and positions in Å:
C1 -0.399 -0.087 -1.852  0.00
C2 0.904 -0.337 -1.119  0.02
C3 1.401 0.896 -0.250  0.00
N1 1.880 1.668 2.466  0.42
C4 0.670 1.229 2.106  -0.05
N2 0.348 0.962 0.854  0.61
N3 -1.642 -0.127 -0.954  0.00
H1 -0.414 -0.763 -2.700  0.00
H2 -0.306 0.896 -2.329  0.00
H3 1.579 -0.697 -1.899  0.01
H4 0.847 -1.246 -0.507  0.00
H5 1.381 1.842 -0.747  0.02
H6 2.327 0.584 0.257  0.00
H7 2.098 2.049 3.379  -0.01
H8 2.667 1.215 2.015  -0.01
H9 -0.131 1.130 2.856  0.00
H10 -2.465 0.328 -1.358  0.00
H11 -1.395 0.263 0.025  0.00
H12 -1.847 -1.130 -0.758  0.00
H13 -2.813 -3.228 -0.554  0.00
H14 -2.177 -2.847 0.963  0.00
O1 -2.514 -2.599 0.106  0.00

Output
- HOMO level (alpha / beta): -18.82 / -18.82 eV
- 2S+1: 2
- Gap between HOMO and LUMO (alpha / beta): 10.99 / 6.68 eV
- Total charge: +2

=====

Run two
Entry from OMol25: 2 unconnected molecules or ions with the total composition C4H14N3O (wB97M-V/def2-TZVPD).

Each line ends with the Mulliken spin population.
Atoms and positions in Å:
C1 1.716 -0.886 -2.095  0.00
O1 1.518 -1.369 -0.710  0.00
H1 2.350 -1.786 -0.439  0.00
H2 1.389 0.155 -2.137  0.00
H3 1.025 -1.436 -2.724  0.00
H4 2.728 -1.056 -2.432  0.00
C2 -1.630 0.402 0.071  0.04
C3 -1.903 0.316 -1.434  0.06
C4 0.165 0.492 1.686  -0.02
N1 -0.306 0.215 0.403  0.60
N2 -0.458 1.288 2.535  0.02
N3 1.325 -0.046 1.970  0.13
H5 -2.114 1.235 0.548  0.03
H6 -2.202 -0.473 0.501  0.15
H7 -1.155 -0.305 -1.924  0.00
H8 -1.723 1.316 -1.864  0.02
H9 0.229 -0.547 -0.145  -0.03
H10 -1.395 1.587 2.291  0.00
H11 -0.332 1.198 3.544  0.00
H12 1.840 -0.410 1.177  0.00
H13 1.828 0.133 2.834  0.00
H14 -2.894 -0.023 -1.656  0.00

Output
- HOMO level (alpha / beta): -19.00 / -19.00 eV
- 2S+1: 2
- Gap between HOMO and LUMO (alpha / beta): 11.18 / 5.92 eV
- Total charge: +2

=====

Stability ranking, top and bottom: run one is the most stable and run two is the least stable.

=====

Run one
Entry from OMol25: a single C4H3NOS2 molecule (wB97M-V/def2-TZVPD).

Each line ends with the Mulliken charge.
Atoms and positions in Å:
N1 0.536 2.611 0.196  -0.36
C1 0.493 1.471 0.049  0.23
C2 0.434 0.007 -0.162  0.33
C3 1.550 -0.670 0.586  -0.40
S1 2.906 -1.165 -0.082  -0.18
O1 -0.792 -0.516 0.376  -0.29
C4 -1.912 -0.272 -0.330  -0.03
S2 -3.362 -0.796 0.144  -0.24
H1 0.517 -0.221 -1.222  0.34
H2 1.361 -0.767 1.671  0.30
H3 -1.729 0.318 -1.228  0.30

Output
- SMILES: N#C[C@@H](C=S)OC=S
- HOMO level: -9.48 eV
- 2S+1: 1
- Gap between HOMO and LUMO: 8.12 eV

=====

Run two
Entry from OMol25: a single C4H3NOS2 molecule (wB97M-V/def2-TZVPD).

Each line ends with the Mulliken charge.
Atoms and positions in Å:
C1 -1.763 0.897 -0.110  -0.39
O1 -2.511 -0.236 -0.079  -0.14
N1 -1.688 -1.333 -0.115  -0.45
C2 -0.477 -0.853 -0.169  0.28
C3 -0.460 0.572 -0.161  0.33
S1 1.105 1.338 -0.295  -0.12
C4 1.983 -0.184 0.232  -0.55
S2 1.066 -1.668 -0.296  -0.11
H1 -2.319 1.822 -0.092  0.44
H2 2.092 -0.187 1.321  0.35
H3 2.971 -0.169 -0.234  0.35

Output
- SMILES: c1onc2c1SCS2
- HOMO level: -8.76 eV
- 2S+1: 1
- Gap between HOMO and LUMO: 9.23 eV

=====

Stability ranking, top and bottom: run two is the most stable and run one is the least stable.

=====

Run one
Entry from OMol25: a gas-phase ion, C3H8NO (charge +2) (wB97M-V/def2-TZVPD).

Each line ends with the Mulliken spin population.
Atoms and positions in Å:
O1 -2.042 0.567 -0.689  0.71
C1 -1.611 -0.129 0.169  -0.01
C2 -0.060 -0.059 0.424  0.17
C3 0.783 -1.193 -0.207  0.01
N1 0.416 1.357 -0.010  0.00
H1 -2.114 -0.961 0.713  0.09
H2 0.113 -0.190 1.505  0.00
H3 1.760 -0.784 -0.486  0.01
H4 0.378 -1.432 -1.191  0.01
H5 0.842 -2.119 0.362  0.00
H6 1.432 1.461 0.091  0.00
H7 -0.122 2.156 0.342  0.00
H8 0.227 1.327 -1.021  0.00

Output
- HOMO level (alpha / beta): -22.98 / -23.12 eV
- 2S+1: 2
- Gap between HOMO and LUMO (alpha / beta): 11.54 / 7.85 eV
- Total charge: +2

=====

Run two
Entry from OMol25: 2 unconnected molecules or ions with the total composition C3H8NO (wB97M-V/def2-TZVPD).

Each line ends with the Mulliken spin population.
Atoms and positions in Å:
C1 -1.185 1.072 -1.763  0.00
N1 -0.115 1.391 -1.145  0.00
H1 -1.825 1.839 -2.191  0.00
H2 -1.578 0.101 -1.507  0.00
H3 0.354 0.765 -0.473  0.01
H4 0.207 2.354 -1.251  0.00
C2 0.193 -0.560 2.030  0.52
C3 0.753 -1.357 1.032  0.24
O1 0.818 -1.054 -0.228  0.13
H5 0.630 -0.510 3.023  0.03
H6 -0.772 -0.086 1.883  0.04
H7 1.401 -2.168 1.389  0.03
H8 1.120 -1.789 -0.798  -0.01

Output
- HOMO level (alpha / beta): -20.84 / -23.37 eV
- 2S+1: 2
- Gap between HOMO and LUMO (alpha / beta): 11.18 / 10.83 eV
- Total charge: +2

=====

Stability ranking, top and bottom: run two is the most stable and run one is the least stable.